{
  "formula": "C4H7NO2",
  "method": "ωB97M-V/def2-TZVPD",
  "species": ["C", "C", "N", "O", "C", "C", "O", "H", "H", "H", "H", "H", "H", "H"],
  "positions_angstrom": [[-0.89043, 0.27782, 1.49846], [0.05917, -0.03721, 0.37967], [0.80166, -1.07498, 0.32948], [0.63635, -1.88148, 1.44231], [0.21666, 0.89532, -0.77765], [0.33567, 0.36297, -2.12972], [-0.87148, 0.97642, -1.68978], [-0.34357, 0.41453, 2.43809], [-1.47138, 1.17804, 1.28365], [-1.57761, -0.56048, 1.65221], [1.24856, -2.60654, 1.26279], [0.66981, 1.86191, -0.54501], [0.90427, 0.90922, -2.88031], [0.28234, -0.71554, -2.26418]],
  "forces_ev_per_angstrom": [[-0.03, -0.01, 0.03], [0.19, -0.23, -0.04], [-0.25, 0.53, -0.16], [0.09, -0.30, 0.17], [0.19, 0.01, 0.15], [0.24, -0.14, -0.18], [-0.25, 0.04, 0.00], [-0.06, -0.02, -0.14], [0.12, -0.13, -0.01], [0.10, 0.12, -0.03], [-0.15, 0.10, 0.11], [-0.08, -0.15, -0.03], [-0.15, -0.01, 0.10], [0.03, 0.18, 0.02]],
  "lowdin_charge": [-0.02, -0.30, 0.04, -0.05, -0.27, -0.11, -0.03, 0.09, 0.09, 0.09, 0.10, 0.15, 0.11, 0.11],
  "molar_mass_g_mol": 101.10,
  "e_above_lowest_kj_mol": 343.67,
  "homo_energy_ev": -9.87,
  "spin_multiplicity": 1,
  "homo_lumo_gap_ev": 10.8443,
  "energy_ha": -361.7500
}

---

{
  "formula": "C4H3N3O",
  "method": "ωB97M-V/def2-TZVPD",
  "species": ["O", "C", "N", "C", "N", "C", "C", "N", "H", "H", "H"],
  "positions_angstrom": [[-2.10370, -1.06651, -1.83413], [-2.05174, -0.27101, -0.89757], [-0.79712, 0.36098, -0.67113], [0.11042, 0.25590, 0.14113], [0.30014, -0.54101, 1.24754], [1.48449, -0.38183, 1.57048], [2.09844, 0.73190, 0.70753], [1.18702, 1.08129, -0.14985], [-2.95343, 0.19559, -0.61085], [1.97057, -0.86777, 2.39691], [3.13258, 0.88572, 0.77160]],
  "forces_ev_per_angstrom": [[-0.10, 0.47, 1.91], [2.53, -1.16, -3.66], [-4.14, -0.43, -0.97], [0.14, 0.96, -0.07], [-2.54, -2.22, 0.49], [2.33, 1.70, 0.41], [-2.53, -1.97, -0.56], [3.97, 0.91, 1.14], [-0.90, 0.77, 1.41], [0.06, -0.28, 0.22], [1.18, 1.24, -0.32]],
  "lowdin_charge": [0.03, -0.25, 0.23, -0.48, 0.14, -0.09, -0.03, 0.14, 0.11, 0.11, 0.09],
  "molar_mass_g_mol": 109.09,
  "e_above_lowest_kj_mol": 186.15,
  "homo_energy_ev": -10.25,
  "spin_multiplicity": 1,
  "homo_lumo_gap_ev": 8.7441,
  "energy_ha": -393.6485
}